78
Properties=species:S:1:pos:R:3:lowdin_spin:R:1 method="wB97M-V/def2-TZVPD" total_charge=-2 multiplicity=2 s2=0.795 homo_ha="0.0450 / 0.0514"
Ti -0.7554 -1.3138 1.2254 0.46
S -2.3450 -0.1713 2.8648 0.01
P -0.7793 0.7780 1.6535 0.09
C -0.5418 0.2909 -0.3491 -0.02
P -1.9698 0.0957 -1.3726 0.00
S -2.9128 -1.1382 -0.1668 0.00
C -2.6291 1.7644 -1.5539 0.00
C -2.1529 2.6539 -2.5202 0.00
C -2.7071 3.9178 -2.6628 0.00
C -3.7505 4.3215 -1.8416 0.00
C -4.2378 3.4466 -0.8764 0.00
C -3.6856 2.1835 -0.7406 0.00
C -1.2586 -0.4690 -2.9322 0.00
C -1.9825 -1.3280 -3.7571 0.00
C -1.4758 -1.7237 -4.9887 0.00
C -0.2391 -1.2575 -5.4103 0.00
C 0.4930 -0.4045 -4.5921 0.00
C -0.0139 -0.0189 -3.3591 0.00
C 1.1296 0.6749 2.3490 0.01
C 1.4139 1.1023 3.7154 0.02
C 2.6866 1.1130 4.2324 0.00
C 3.7775 0.7248 3.4510 0.01
C 3.5696 0.3146 2.1291 0.00
C 2.3082 0.2786 1.5815 0.00
C -0.9268 2.5946 1.4560 0.03
C -0.0491 3.2877 0.6209 0.02
C -0.1615 4.6579 0.4636 0.00
C -1.1438 5.3687 1.1540 0.04
C -2.0039 4.6938 2.0052 0.00
C -1.8943 3.3142 2.1561 0.03
H -1.3481 2.3692 -3.1884 0.00
H -2.3286 4.5920 -3.4231 0.00
H -4.1841 5.3093 -1.9518 0.00
H -5.0507 3.7486 -0.2262 0.00
H -4.0903 1.5220 0.0181 0.00
H -2.9542 -1.6933 -3.4405 0.00
H -2.0483 -2.3933 -5.6208 0.00
H 0.1555 -1.5587 -6.3745 0.00
H 1.4585 -0.0371 -4.9188 0.00
H 0.5630 0.6537 -2.7338 0.00
H 0.5932 1.4337 4.3459 0.00
H 2.8449 1.4371 5.2572 0.00
H 4.7801 0.7462 3.8665 0.00
H 4.4213 0.0190 1.5234 0.00
H 2.2046 -0.0321 0.5676 0.00
H 0.7277 2.7542 0.0872 0.00
H 0.5169 5.1825 -0.2001 0.00
H -1.2332 6.4427 1.0276 0.00
H -2.7680 5.2381 2.5509 0.00
H -2.5801 2.8036 2.8239 0.00
N -1.9773 -2.5273 2.4360 0.01
C -2.4109 -3.6926 1.6757 0.00
C -1.2616 -4.1576 0.7279 0.00
N -0.7331 -3.0122 -0.0204 0.01
H -1.4244 -2.7850 3.2512 0.00
H -2.7627 -1.9315 2.8485 0.00
H -3.2835 -3.4212 1.0799 0.00
H -2.7056 -4.5043 2.3544 0.00
H -1.6212 -4.9294 0.0349 0.00
H -0.4574 -4.5886 1.3233 0.00
H -1.2958 -2.7930 -0.8412 0.00
H 0.1997 -3.1426 -0.4127 0.00
O 0.3143 -2.4846 2.3995 0.03
N 1.5003 -2.7062 1.9275 0.09
N 1.8034 -2.1125 0.7188 0.04
O 0.8605 -1.2892 0.0203 -0.02
C 3.0216 -2.3060 0.1640 0.00
C 4.0060 -3.1044 0.7937 0.01
C 5.2479 -3.2941 0.2173 0.00
C 5.5623 -2.6998 -1.0058 0.01
C 4.6054 -1.9097 -1.6418 0.00
C 3.3604 -1.7158 -1.0704 0.00
H 3.7865 -3.5741 1.7416 0.00
H 5.9799 -3.9116 0.7266 0.00
H 6.5378 -2.8498 -1.4562 0.00
H 4.8284 -1.4383 -2.5925 0.00
H 2.6289 -1.0990 -1.5775 0.00
O 0.2481 -0.3090 2.2528 0.10

=====

77
Properties=species:S:1:pos:R:3:lowdin_spin:R:1 method="wB97M-V/def2-TZVPD" total_charge=+3 multiplicity=5 s2=6.067 homo_ha="-0.5414 / -0.6139"
Pt -0.3766 -0.0524 0.0399 0.65
O -0.0431 -0.0797 4.8037 0.21
C 1.2416 -0.2286 4.8537 0.17
C 1.8326 -0.2850 6.1609 0.17
C 3.1857 -0.4260 6.2913 0.02
C 3.9724 -0.5104 5.1381 0.28
C 3.3885 -0.4578 3.8364 0.12
C 2.0419 -0.3237 3.6743 0.08
C 1.3997 -0.2651 2.3487 0.15
O 0.1308 -0.1718 2.2755 0.26
N 2.2083 -0.3095 1.2602 0.20
N 1.5595 -0.2511 0.1342 0.41
C 2.2653 -0.2036 -1.1122 0.38
C 1.4863 -0.0379 -2.2438 0.06
C 2.0269 0.0434 -3.5578 0.17
C 1.1836 0.1930 -4.6304 0.00
C -0.1944 0.2605 -4.4152 0.19
C -0.6821 0.1909 -3.1103 0.04
N 0.1109 0.0534 -2.0662 0.28
H -0.3287 -0.0448 3.8520 0.00
H 1.1641 -0.2086 7.0099 0.00
H 3.6456 -0.4703 7.2692 0.00
H 5.0469 -0.6178 5.2176 0.01
H 4.0342 -0.5244 2.9713 0.00
H 3.3419 -0.2838 -1.0896 0.01
H 3.1001 -0.0138 -3.6869 0.01
H 1.5842 0.2577 -5.6335 0.00
H -0.8914 0.3708 -5.2343 0.01
H -1.7459 0.2451 -2.9079 0.00
O -6.5697 3.0007 -0.2633 0.00
C -6.5196 1.6003 -0.1655 0.00
C -5.0811 1.1811 -0.1063 0.00
C -4.7224 -0.1620 -0.0389 0.00
C -3.3921 -0.4979 0.0058 0.00
N -2.4015 0.4131 -0.0094 0.00
C -2.7375 1.7201 -0.0483 0.00
C -4.0598 2.1192 -0.1070 0.00
C -1.6207 2.6863 -0.0061 0.00
C -1.7940 4.0559 -0.0385 0.00
C -0.6817 4.8942 -0.0053 0.00
C -0.8441 6.3857 -0.0235 0.00
O 0.3923 6.9530 -0.3744 0.00
C 0.5788 4.3131 0.0534 0.00
C 0.6787 2.9384 0.0808 0.00
N -0.3923 2.1408 0.0541 0.03
H -7.4880 3.2958 -0.3085 0.00
H -6.9863 1.1084 -1.0262 0.00
H -7.0202 1.2306 0.7366 0.00
H -5.4696 -0.9460 -0.0221 0.00
H -3.0880 -1.5278 0.0581 0.00
H -4.3217 3.1647 -0.1466 0.00
H -2.7829 4.4894 -0.0988 0.00
H -1.1661 6.7023 0.9759 0.00
H -1.6379 6.6500 -0.7290 0.00
H 0.3242 7.9167 -0.3663 0.00
H 1.4643 4.9324 0.0623 0.00
H 1.6450 2.4496 0.1175 0.00
C 1.1056 -3.2343 0.3264 0.01
P -0.4974 -2.4914 -0.0693 0.03
C -1.6803 -3.3822 0.9934 0.01
C -0.8470 -2.9477 -1.7753 0.00
C -2.1623 -2.9701 -2.2427 0.00
C -2.4278 -3.2569 -3.5728 0.00
C -1.3831 -3.5261 -4.4482 0.00
C -0.0730 -3.5097 -3.9900 0.00
C 0.1967 -3.2180 -2.6606 0.00
H 1.9167 -2.7699 -0.2299 0.00
H 1.0782 -4.2998 0.0951 0.00
H 1.3019 -3.1114 1.3925 0.00
H -2.3475 -3.9896 0.3836 0.00
H -2.2676 -2.7137 1.6202 0.00
H -1.1230 -4.0514 1.6485 0.00
H -2.9990 -2.8015 -1.5738 0.00
H -3.4517 -3.2967 -3.9204 0.00
H -1.5941 -3.7774 -5.4798 0.00
H 0.7405 -3.7491 -4.6632 0.00
H 1.2246 -3.2374 -2.3194 0.00

=====

78
Properties=species:S:1:pos:R:3:mulliken_charge:R:1 method="wB97M-V/def2-TZVPD" total_charge=-1 multiplicity=1 homo_ha=-0.1708
Pd -0.6065 0.1157 0.2922 0.08
C -1.1810 0.1252 2.2506 -1.12
Si -0.3222 -1.3960 2.8111 0.06
C 1.4360 -1.0473 2.1727 -1.02
N 1.3469 -0.4826 0.7896 1.13
C 1.5097 -1.5345 -0.2682 -0.22
C 2.9386 -1.6595 -0.8079 -0.61
C 3.9942 -1.3747 0.2554 -0.75
C 3.8033 0.0452 0.8215 -0.72
C 2.3826 0.5656 0.5859 -0.61
C -1.0465 -2.9715 2.0915 0.37
C -0.2875 -4.1446 2.0617 0.22
C -0.8049 -5.3259 1.5485 -0.74
C -2.1078 -5.3554 1.0646 -0.52
C -2.8807 -4.2033 1.0955 -0.49
C -2.3508 -3.0245 1.6022 -0.40
C -0.1640 -1.6922 4.6807 0.67
C 0.5171 -0.7674 5.4795 -0.54
C 0.6288 -0.9349 6.8526 -0.70
C 0.0506 -2.0399 7.4650 -0.38
C -0.6364 -2.9678 6.6949 -0.67
C -0.7394 -2.7932 5.3198 -0.25
H -0.7768 1.0552 2.6584 0.47
H -2.2692 0.1496 2.3006 0.55
H 2.1411 -1.8803 2.2131 0.17
H 1.8489 -0.2690 2.8231 0.53
H 0.8533 -1.2769 -1.1043 0.00
H 1.1352 -2.4712 0.1445 0.36
H 3.0612 -0.9548 -1.6327 0.05
H 3.0597 -2.6613 -1.2246 0.47
H 4.9927 -1.4840 -0.1719 0.48
H 3.9250 -2.1172 1.0547 0.23
H 4.4796 0.7437 0.3227 0.49
H 4.0605 0.0710 1.8830 0.26
H 2.2738 0.9244 -0.4367 -0.44
H 2.1434 1.4037 1.2396 0.46
H 0.7312 -4.1382 2.4430 0.39
H -0.1940 -6.2205 1.5238 0.39
H -2.5152 -6.2719 0.6550 0.37
H -3.8897 -4.2121 0.7027 0.44
H -2.9583 -2.1246 1.5944 0.25
H 0.9640 0.1121 5.0234 0.28
H 1.1628 -0.2021 7.4460 0.37
H 0.1336 -2.1744 8.5368 0.36
H -1.0953 -3.8300 7.1651 0.37
H -1.2783 -3.5283 4.7317 0.30
F -4.8321 -1.7888 -0.6005 -0.28
C -4.1062 -1.2060 -1.5853 0.59
F -4.1316 -2.0316 -2.6360 -0.28
F -4.7525 -0.0834 -1.9339 -0.25
C -2.6684 -0.9363 -1.0839 0.99
O -2.5965 0.0961 -0.3438 -0.75
O -1.7871 -1.7261 -1.3828 -0.61
S 1.9986 1.1880 -3.0284 -0.63
P 0.5977 2.5076 -2.5388 1.39
S -0.0500 2.5781 -0.6509 -0.52
C -0.8257 2.2894 -3.6720 0.01
C -2.0834 1.9298 -3.2041 -0.24
C -3.1307 1.7421 -4.1009 -0.61
C -2.9278 1.9241 -5.4603 -0.48
C -1.6695 2.2857 -5.9311 -0.59
C -0.6230 2.4607 -5.0399 -0.45
C 1.1365 4.2013 -2.9971 -0.06
C 0.2404 5.2586 -2.8421 -0.43
C 0.6176 6.5508 -3.1712 -0.65
C 1.8989 6.8010 -3.6520 -0.34
C 2.7940 5.7533 -3.8048 -0.55
C 2.4124 4.4549 -3.4820 -0.28
H -2.2391 1.7926 -2.1395 0.38
H -4.1040 1.4481 -3.7278 0.44
H -3.7464 1.7805 -6.1565 0.36
H -1.5037 2.4237 -6.9931 0.37
H 0.3644 2.7220 -5.4034 0.35
H -0.7515 5.0604 -2.4516 0.33
H -0.0861 7.3660 -3.0496 0.36
H 2.1957 7.8122 -3.9058 0.36
H 3.7938 5.9430 -4.1788 0.37
H 3.0958 3.6227 -3.6032 0.32